Entry 1:
{"formula": "C24H70N6O8", "method": "wB97M-V/def2-TZVPD", "symbols": ["O", "H", "H", "O", "H", "H", "C", "C", "C", "O", "C", "N", "H", "H", "H", "H", "H", "H", "H", "H", "H", "H", "H", "C", "C", "C", "O", "C", "N", "H", "H", "H", "H", "H", "H", "H", "H", "H", "H", "H", "C", "C", "C", "O", "C", "N", "H", "H", "H", "H", "H", "H", "H", "H", "H", "H", "H", "C", "C", "C", "O", "C", "N", "H", "H", "H", "H", "H", "H", "H", "H", "H", "H", "H", "C", "C", "C", "O", "C", "N", "H", "H", "H", "H", "H", "H", "H", "H", "H", "H", "H", "C", "C", "C", "O", "C", "N", "H", "H", "H", "H", "H", "H", "H", "H", "H", "H", "H"], "coordinates": [[-2.411, -3.832, 1.624], [-3.036, -3.316, 2.177], [-1.613, -3.868, 2.161], [-0.619, -4.476, -0.803], [0.127, -3.843, -0.900], [-0.884, -4.390, 0.121], [0.170, -0.679, -2.212], [0.586, -1.060, -0.813], [-0.534, -1.129, 0.200], [-0.970, 0.175, 0.527], [-2.162, 0.160, 1.309], [1.264, -2.376, -0.885], [-0.332, 0.289, -2.230], [-0.552, -1.358, -2.672], [1.068, -0.634, -2.828], [1.324, -0.322, -0.457], [-0.181, -1.637, 1.111], [-1.372, -1.727, -0.185], [-2.410, 1.193, 1.537], [-1.976, -0.382, 2.246], [-2.954, -0.346, 0.753], [1.999, -2.147, -1.555], [1.811, -2.592, -0.050], [-3.773, 2.900, -1.056], [-3.316, 3.344, -2.424], [-1.801, 3.589, -2.503], [-1.491, 4.862, -2.017], [-0.141, 5.241, -2.211], [-3.747, 2.349, -3.424], [-4.844, 2.718, -1.039], [-3.580, 3.681, -0.313], [-3.211, 2.011, -0.768], [-3.710, 4.314, -2.743], [-1.486, 3.514, -3.557], [-1.271, 2.778, -1.973], [0.518, 4.517, -1.721], [-0.003, 6.229, -1.784], [0.075, 5.257, -3.287], [-3.681, 2.752, -4.353], [-3.135, 1.538, -3.447], [-4.944, -0.331, 3.102], [-5.276, -1.816, 3.240], [-5.778, -2.438, 1.953], [-6.948, -1.787, 1.533], [-7.833, -2.645, 0.847], [-4.082, -2.577, 3.644], [-5.812, 0.261, 3.384], [-4.609, -0.064, 2.101], [-4.132, -0.076, 3.789], [-6.070, -1.915, 3.988], [-5.973, -3.507, 2.134], [-4.998, -2.433, 1.177], [-8.657, -2.036, 0.486], [-8.145, -3.516, 1.426], [-7.334, -3.026, -0.060], [-3.638, -2.205, 4.474], [-4.357, -3.527, 3.883], [4.597, -2.826, -2.224], [4.456, -1.848, -3.397], [5.186, -0.529, -3.150], [4.646, 0.266, -2.116], [3.645, 1.152, -2.577], [5.000, -2.406, -4.641], [3.902, -3.663, -2.259], [4.421, -2.296, -1.276], [5.628, -3.183, -2.132], [3.385, -1.678, -3.564], [5.240, 0.024, -4.093], [6.213, -0.811, -2.884], [2.728, 0.741, -3.004], [4.076, 1.859, -3.299], [3.371, 1.761, -1.714], [4.600, -3.306, -4.880], [5.990, -2.603, -4.514], [1.666, 2.861, 0.574], [1.003, 2.926, 1.949], [-0.283, 3.731, 1.904], [0.040, 5.089, 1.662], [-1.103, 5.882, 1.446], [0.790, 1.559, 2.446], [0.931, 2.532, -0.167], [2.479, 2.134, 0.586], [2.049, 3.854, 0.342], [1.689, 3.430, 2.634], [-0.776, 3.698, 2.888], [-0.963, 3.323, 1.142], [-0.803, 6.890, 1.168], [-1.729, 5.964, 2.345], [-1.698, 5.451, 0.631], [0.286, 1.615, 3.329], [0.170, 1.042, 1.812], [5.145, 0.014, 1.986], [4.061, -0.878, 1.420], [4.501, -2.326, 1.284], [3.398, -3.086, 0.828], [3.711, -4.456, 0.732], [2.874, -0.798, 2.279], [5.464, -0.290, 2.982], [4.779, 1.041, 1.988], [6.037, 0.012, 1.347], [3.844, -0.556, 0.385], [4.831, -2.674, 2.273], [5.333, -2.394, 0.576], [4.476, -4.642, -0.029], [2.808, -5.016, 0.504], [4.109, -4.813, 1.689], [2.249, -1.528, 1.947], [2.388, 0.094, 2.185]], "forces_ev_per_angstrom": [[-0.0132, 0.0802, 0.0858], [0.2752, -0.0222, 0.0006], [-0.0588, -0.0048, 0.0913], [0.3254, -0.0079, 0.1570], [-0.2849, -0.0757, -0.1333], [-0.2873, -0.0222, -0.2538], [-0.4854, 0.3433, -0.1776], [0.4060, -0.3388, 0.5874], [-0.2553, -0.3351, 0.0064], [-0.3769, 0.2544, -0.1226], [0.7499, -0.3107, -0.1861], [0.3451, 0.7064, -0.5426], [0.2501, 0.2311, 0.0935], [0.2378, -0.3621, 0.2185], [-0.1486, 0.0650, -0.2181], [-0.2604, 0.1768, 0.0444], [0.0422, 0.0274, -0.0048], [0.0801, 0.0100, -0.0260], [-0.1605, 0.0266, -0.0657], [-0.1650, -0.0091, -0.0197], [-0.1121, 0.1075, 0.0693], [0.0271, -0.7745, -0.0775], [-0.2818, 0.3209, 0.0327], [0.0629, 0.6738, 0.3338], [0.6086, -0.0311, -0.9129], [0.0305, -0.5520, -0.3675], [-0.0983, 0.3911, 0.5524], [-0.3174, -0.5422, -0.1892], [0.0093, 0.1721, -0.1614], [0.0035, -0.2343, -0.0918], [0.1548, -0.0799, -0.0269], [-0.1639, -0.1447, 0.0525], [-0.5127, -0.1614, 0.3065], [-0.0837, 0.0456, 0.0052], [0.1281, 0.1853, 0.1704], [0.1663, 0.1171, 0.0138], [-0.0009, 0.0236, 0.0364], [0.1513, 0.0789, 0.0678], [-0.0569, -0.0034, 0.0410], [-0.0289, 0.0086, 0.2724], [0.1326, -0.1684, 0.2698], [0.1931, 0.1974, 0.2144], [0.0592, -0.5418, 0.0089], [-0.2298, -0.0290, 0.3522], [0.6627, 0.1359, -1.1273], [-0.0447, -0.3723, -0.1369], [0.0050, 0.1427, -0.2293], [-0.1989, -0.0287, -0.0141], [-0.0772, 0.0609, 0.0490], [-0.0412, -0.0209, -0.0374], [-0.1135, 0.0688, 0.0776], [-0.0192, 0.2919, -0.0178], [-0.2517, -0.1007, 0.3221], [-0.1720, 0.1863, 0.2672], [-0.0813, -0.0740, 0.1309], [-0.1040, 0.2224, -0.0474], [0.0316, 0.0330, -0.0070], [0.1568, 0.9374, 0.7452], [-0.1678, -0.9181, -0.0897], [0.1688, -0.4093, -0.1784], [-0.3356, -0.4308, -0.2930], [0.3897, 1.1107, 0.4229], [0.2680, 0.1145, -0.2233], [0.0565, -0.0714, -0.2189], [-0.2326, -0.0987, -0.2896], [-0.0214, -0.1611, -0.2924], [0.0734, 0.2270, -0.0449], [-0.0834, 0.0564, 0.0277], [-0.0108, 0.2901, 0.1959], [0.2059, -0.5324, 0.0176], [-0.0411, -0.1693, -0.1583], [-0.1509, -0.1237, 0.0336], [-0.2807, 0.0831, 0.1504], [-0.0180, 0.1358, 0.0034], [-0.2172, 0.0621, 0.4286], [0.2095, -0.4635, -0.2260], [0.1571, 0.4957, 0.5381], [0.1003, 0.0083, -0.3328], [-0.2900, -0.1261, -0.1216], [-0.4781, 0.1620, 0.0919], [0.0564, 0.0952, -0.1128], [0.1026, 0.0723, 0.0235], [-0.0053, -0.0805, -0.3332], [-0.0321, -0.0087, 0.0696], [-0.1359, -0.3084, -0.0839], [-0.0138, 0.0974, -0.0603], [0.2051, -0.0649, -0.0256], [0.0464, -0.1409, 0.0211], [-0.0862, 0.1499, 0.0164], [0.2057, -0.1209, 0.0432], [0.3071, 0.2942, 0.0212], [0.4768, 0.0395, -0.5659], [-0.3431, 0.1520, -0.3076], [-0.0176, 0.5362, 0.6109], [0.2762, -0.1962, 0.1531], [0.2546, -0.2550, 0.3551], [0.1882, -0.5378, -0.3620], [-0.2461, 0.0397, 0.1300], [0.0342, 0.0261, 0.2769], [-0.0968, -0.0477, -0.0305], [0.0200, 0.1612, 0.1055], [-0.0243, -0.2351, -0.0812], [0.0655, -0.0646, 0.0626], [-0.0769, 0.0327, -0.0914], [-0.0683, 0.0944, -0.1387], [-0.0548, -0.0458, -0.0180], [-0.2197, 0.1761, 0.2588], [0.0716, -0.0762, 0.1406]], "gap_ev": 9.41, "multiplicity": 1, "de_lowest_kj_mol": 0.0, "total_energy_ha": -1886.77050, "charge": 0, "homo_energy_ev": -8.86, "smiles": "COC[C@H](C)N.COC[C@H](C)N.COC[C@H](C)N.COC[C@H](C)N.COC[C@H](C)N.COC[C@H](C)N.O.O", "fmax_ev_per_a": 1.3}

***

Entry 2:
{"formula": "C24H71N9O4P4", "method": "wB97M-V/def2-TZVPD", "symbols": ["C", "C", "C", "C", "P", "C", "O", "C", "H", "H", "H", "H", "H", "H", "H", "H", "H", "H", "H", "H", "H", "H", "H", "H", "H", "O", "P", "N", "C", "C", "N", "C", "C", "N", "C", "C", "H", "H", "H", "H", "H", "H", "H", "H", "H", "H", "H", "H", "H", "H", "H", "H", "H", "H", "O", "P", "N", "C", "C", "N", "C", "C", "N", "C", "C", "H", "H", "H", "H", "H", "H", "H", "H", "H", "H", "H", "H", "H", "H", "H", "H", "H", "H", "O", "P", "N", "C", "C", "N", "C", "C", "N", "C", "C", "H", "H", "H", "H", "H", "H", "H", "H", "H", "H", "H", "H", "H", "H", "H", "H", "H", "H"], "coordinates": [[-6.043, -0.788, 1.603], [-5.989, -2.028, 0.634], [-4.979, -3.166, 1.065], [-5.585, -4.135, 2.179], [-3.238, -2.560, 1.544], [-1.440, -1.973, 1.900], [-1.268, -1.314, 3.165], [-2.086, -0.150, 3.291], [-6.768, -0.040, 1.180], [-5.060, -0.261, 1.669], [-6.402, -1.136, 2.604], [-7.013, -2.489, 0.647], [-5.760, -1.762, -0.429], [-4.843, -3.823, 0.155], [-5.444, -5.197, 1.836], [-5.054, -4.058, 3.160], [-6.696, -4.003, 2.275], [-3.434, -1.370, 0.752], [-2.678, -3.798, 1.074], [-3.596, -2.486, 2.931], [-0.990, -1.396, 1.034], [-0.824, -2.918, 1.959], [-2.685, 0.100, 2.384], [-1.469, 0.768, 3.518], [-2.726, -0.300, 4.205], [-9.243, 0.107, -1.786], [-8.268, 0.385, -2.937], [-9.423, 1.145, -3.952], [-9.837, 0.769, -5.287], [-10.003, 2.398, -3.486], [-8.044, -1.276, -3.363], [-8.184, -1.840, -4.694], [-8.468, -2.276, -2.387], [-6.961, 0.775, -4.073], [-5.647, 0.411, -3.471], [-6.811, 2.168, -4.519], [-8.992, 0.533, -5.941], [-10.366, 1.578, -5.796], [-10.517, -0.087, -5.263], [-9.292, 3.230, -3.588], [-10.282, 2.335, -2.430], [-10.910, 2.669, -4.027], [-9.235, -1.994, -4.964], [-7.689, -2.815, -4.749], [-7.700, -1.239, -5.462], [-9.559, -2.400, -2.388], [-8.147, -2.003, -1.384], [-8.018, -3.251, -2.593], [-5.440, 1.015, -2.582], [-4.836, 0.556, -4.189], [-5.618, -0.637, -3.176], [-6.728, 2.861, -3.676], [-7.635, 2.491, -5.154], [-5.917, 2.273, -5.138], [1.865, -2.529, -0.192], [3.106, -1.738, -0.628], [2.356, -0.228, -0.332], [2.065, 0.832, -1.272], [2.058, 0.118, 1.051], [2.933, -2.175, -2.294], [2.851, -1.253, -3.412], [2.109, -3.343, -2.595], [4.576, -0.886, -1.138], [5.666, -1.871, -1.384], [5.159, 0.114, -0.228], [2.908, 1.054, -1.934], [1.848, 1.778, -0.770], [1.189, 0.590, -1.883], [2.967, 0.411, 1.592], [1.619, -0.728, 1.588], [1.343, 0.937, 1.138], [1.851, -0.812, -3.505], [3.065, -1.772, -4.352], [3.590, -0.456, -3.360], [1.040, -3.109, -2.523], [2.333, -4.167, -1.919], [2.308, -3.716, -3.604], [5.942, -2.392, -0.462], [6.553, -1.378, -1.786], [5.369, -2.622, -2.115], [5.346, -0.301, 0.765], [4.532, 0.998, -0.122], [6.105, 0.490, -0.625], [6.348, 2.040, 2.583], [7.514, 2.303, 3.546], [8.157, 3.629, 2.668], [9.478, 3.776, 2.096], [7.331, 4.825, 2.562], [8.353, 0.835, 3.182], [9.750, 0.723, 2.804], [7.597, -0.204, 2.491], [8.683, 2.559, 4.857], [8.363, 1.657, 5.999], [8.795, 3.902, 5.444], [10.273, 3.475, 2.784], [9.704, 4.815, 1.846], [9.574, 3.201, 1.170], [7.321, 5.389, 3.504], [6.295, 4.569, 2.324], [7.668, 5.500, 1.774], [9.911, 0.983, 1.751], [10.101, -0.305, 2.940], [10.408, 1.326, 3.427], [7.486, 0.028, 1.425], [6.607, -0.326, 2.929], [8.087, -1.178, 2.578], [7.389, 1.902, 6.435], [9.124, 1.731, 6.779], [8.335, 0.613, 5.689], [7.828, 4.280, 5.791], [9.221, 4.625, 4.749], [9.481, 3.888, 6.294]], "forces_ev_per_angstrom": [[-0.2449, -0.1128, -0.8457], [0.1105, -0.4340, 0.5829], [-1.2654, -0.8012, -0.1280], [0.2308, -0.3642, -0.8851], [-0.0005, 0.3647, -0.3086], [1.0724, -0.8594, 0.1253], [-0.3884, 0.3837, -0.8887], [0.1009, 0.7046, 1.0061], [0.5312, -0.7032, 0.5697], [-0.7731, -0.5061, 0.2030], [0.4255, 0.4900, -0.7090], [0.8006, 0.4265, -0.2499], [-0.1912, 0.1531, 0.8670], [0.0103, 0.7354, 0.7318], [-0.0912, 0.9260, 0.4199], [-0.6416, 0.1495, -0.5621], [1.0667, 0.0596, 0.2018], [-0.0502, -0.2997, -0.1760], [-0.0892, 0.0980, -0.0254], [0.2638, 0.0132, -0.1558], [-0.5719, -0.2314, 0.7713], [-0.4674, 0.9339, 0.1121], [0.3006, -0.4010, 0.6840], [-0.2745, -0.9424, -0.3283], [0.2019, 0.2469, -1.0684], [3.1477, 2.3275, 1.4201], [-4.7613, -4.3354, -4.4540], [-0.5085, 1.1437, -0.3400], [0.4658, -0.2861, -0.2699], [0.1618, -0.0432, 0.6809], [0.2356, -0.3014, 0.3377], [0.5404, 0.0850, -0.3890], [-0.1677, 0.1638, 0.4004], [1.3535, 1.1900, 2.9093], [0.3275, -0.4958, -0.1096], [-0.3944, 0.4130, -0.2658], [0.0243, -0.1628, 0.0430], [0.0400, 0.1038, 0.2840], [0.0440, -0.0788, -0.1234], [-0.0977, 0.1836, -0.0457], [0.0704, -0.0626, -0.0264], [0.0734, -0.2008, -0.1127], [-0.0120, 0.0078, -0.0146], [-0.0470, 0.0117, 0.1851], [-0.1342, 0.2288, 0.0948], [0.0213, -0.0350, 0.1046], [-0.2020, 0.0680, -0.0792], [0.0909, 0.1262, -0.3042], [0.1754, 0.0933, -0.1063], [-0.1591, 0.1290, -0.0427], [-0.2570, 0.0513, -0.0390], [0.1125, 0.0740, -0.1213], [-0.2025, -0.1825, 0.2058], [0.0707, -0.2329, 0.2065], [3.0831, -1.7170, 2.6781], [-5.3838, 3.6141, -5.6989], [-0.2600, 1.4047, 0.9780], [0.4215, -0.0462, -0.3658], [0.0765, -0.6247, 0.3591], [0.0836, -0.7215, -0.3806], [0.6166, 0.1490, -0.2596], [-0.0674, -0.1567, 0.3001], [1.7269, -2.2964, 2.4467], [0.2519, -0.2054, -0.5625], [-0.2467, 0.5599, 0.2820], [-0.0398, -0.1022, -0.1148], [0.0197, -0.1925, 0.2362], [0.0315, 0.0648, -0.1473], [-0.0282, 0.1648, 0.1600], [0.0278, -0.0289, -0.0713], [0.0226, -0.0158, -0.2348], [-0.0065, 0.0063, -0.0071], [-0.0747, -0.1431, 0.0877], [-0.1106, 0.0351, 0.2396], [-0.0163, -0.1140, 0.0263], [-0.1605, 0.1416, 0.0582], [0.1329, 0.2637, -0.0596], [0.2190, 0.1181, -0.0134], [-0.0988, 0.1388, 0.1247], [-0.2210, 0.1224, 0.0836], [0.1080, 0.1657, -0.0350], [-0.2512, -0.2278, 0.0223], [0.0039, -0.3236, -0.1072], [-1.5172, 0.7337, 3.7366], [4.7268, -1.1863, -6.1121], [-0.0320, 1.2724, -0.1203], [0.3930, -0.3316, 0.3342], [-0.6264, -0.2665, 0.1686], [-0.2319, -0.4333, 0.1596], [0.4188, -0.0017, 0.5112], [-0.3722, 0.0651, -0.0358], [-2.9317, -0.1361, 1.7866], [0.2700, -0.5331, 0.1460], [0.1064, 0.5844, -0.2448], [0.0011, -0.1669, -0.0311], [-0.2937, 0.0042, 0.0849], [0.1447, -0.0511, 0.0087], [-0.0133, 0.2072, -0.0356], [0.0485, -0.0702, 0.0460], [0.1672, -0.1762, -0.0023], [0.0111, 0.0174, -0.0090], [-0.1861, -0.0234, -0.0315], [-0.1671, 0.2253, -0.0460], [-0.0493, -0.0827, 0.0162], [0.0282, 0.1454, -0.1522], [0.2732, 0.1640, 0.0943], [0.1094, 0.0640, 0.1898], [-0.0094, 0.1809, -0.1122], [-0.0084, 0.1393, -0.2259], [0.1153, 0.0623, 0.1245], [-0.1794, -0.1603, -0.2418], [-0.1333, -0.2923, -0.0041]], "gap_ev": 7.00, "multiplicity": 1, "total_energy_ha": -3115.81959, "charge": 0, "homo_energy_ev": -7.57, "smiles": "CN(C)P(=O)(N(C)C)N(C)C.CN(C)P(=O)(N(C)C)N(C)C.CN(C)P(=O)(N(C)C)N(C)C.CC[C@H](C)[PH3]COC", "fmax_ev_per_a": 8.6}